Here is 11 unconnected molecules or ions with the total composition C44H121N11O11 at a distorted geometry from OMol25. Energies are from ωB97M-V with the def2-TZVPD basis set.

Expectation value of S²: 0.756
Highest occupied orbital energy (spin up / spin down) (eV): -10.5883 / -10.5867
Net charge: +1
M (g/mol): 980.5
E (eV): -86485.281
2S+1: 2

```
187
Properties=species:S:1:pos:R:3:forces:R:3
C 5.57756 -7.36157 -1.65670 -0.33 1.08 0.51
C 4.27059 -6.68816 -1.18188 0.38 -1.23 0.08
C 4.44567 -5.44521 -0.32734 0.92 -0.12 0.04
O 4.89551 -5.86345 0.93872 0.25 0.11 1.39
C 5.19506 -4.76568 1.80345 0.07 -0.78 -0.93
N 3.46600 -6.37299 -2.32925 -0.71 0.60 -0.25
H 6.10232 -7.71377 -0.76862 0.34 -0.12 -0.34
H 6.13839 -6.61234 -2.21548 0.38 0.13 0.26
H 5.42966 -8.14547 -2.39948 -0.39 -0.28 0.40
H 3.74192 -7.37482 -0.52074 -0.02 -0.37 0.14
H 3.54250 -4.86515 -0.13782 -0.58 0.01 -0.59
H 5.18563 -4.79762 -0.79766 0.15 0.38 -0.10
H 5.42173 -5.09911 2.81615 0.29 -0.38 -0.27
H 4.33736 -4.10138 1.90902 -0.32 0.35 -0.31
H 6.02669 -4.23628 1.33846 0.10 0.42 0.43
H 3.17244 -7.22157 -2.79167 0.55 -0.26 -0.40
H 2.60304 -6.06634 -1.90338 -0.33 0.58 -0.43
C -0.47689 -8.25905 0.69207 -0.28 0.06 0.28
C 0.11629 -7.65715 -0.59191 -0.06 1.99 0.14
C 0.36418 -6.09395 -0.30338 0.06 -2.17 0.38
O 0.99016 -5.40729 -1.36149 -0.40 -0.39 1.14
C 0.17505 -5.18038 -2.47333 0.19 0.09 -1.12
N 1.33743 -8.31127 -0.94782 1.14 -1.05 -0.10
H -1.55886 -8.13965 0.74857 0.01 0.13 -0.03
H -0.03753 -7.80634 1.58097 0.01 0.67 -0.05
H -0.26609 -9.29439 0.95992 0.07 -0.33 -1.04
H -0.49892 -7.66455 -1.49167 -1.04 -0.23 0.43
H 1.02095 -6.06895 0.56616 0.39 0.14 -0.08
H -0.58005 -5.66565 0.03291 -0.30 0.31 -0.36
H -0.46146 -5.99934 -2.80835 -0.27 -0.30 0.68
H 0.87459 -5.12411 -3.30735 -0.07 0.80 -0.13
H -0.42701 -4.28567 -2.31484 0.04 0.05 -0.32
H 1.08781 -9.22369 -1.30178 -0.08 -0.62 0.51
H 1.78511 -7.96156 -1.78292 -0.10 0.86 0.13
C -2.59515 1.86566 1.39874 -0.54 0.51 1.07
C -3.29730 2.64468 0.26606 1.73 -1.11 0.12
C -3.02544 4.14430 0.39506 -0.32 0.27 0.79
O -3.54243 4.63314 1.64626 0.84 0.14 0.05
C -3.06612 5.95527 1.98400 -1.02 -0.69 -0.59
N -2.62796 2.01095 -0.87984 -1.32 0.66 -1.17
H -1.54741 2.16585 1.41376 0.17 0.22 -0.08
H -2.57003 0.78299 1.27502 -0.41 0.01 -0.30
H -2.97767 2.07986 2.39668 -0.15 0.08 -0.02
H -4.37157 2.49631 0.15647 -0.03 -0.29 0.36
H -3.50339 4.73422 -0.38704 -0.04 -0.13 -0.43
H -1.94797 4.28561 0.31034 0.32 0.17 0.17
H -3.69412 6.32727 2.79353 0.13 -0.19 0.08
H -3.25102 6.60505 1.12861 0.27 0.25 -0.11
H -2.01635 5.98191 2.27616 0.09 -0.18 -0.06
H -1.65778 1.73740 -0.81642 -0.04 0.24 0.46
H -2.78416 2.53532 -1.72880 0.06 -0.10 -0.24
C 2.05513 -2.75196 5.74470 0.09 0.22 0.91
C 1.39775 -2.42433 4.41165 1.05 -1.59 -0.07
C 1.59435 -0.97667 3.98154 0.56 2.82 -1.38
O 2.92432 -0.51960 4.00917 1.55 -1.21 1.34
C 3.09871 0.87298 3.73939 -1.16 -0.29 0.31
N 2.12773 -3.27152 3.42745 -0.17 2.79 0.04
H 1.90962 -2.01815 6.53745 -0.55 0.18 -0.25
H 3.14140 -2.74830 5.65465 0.02 -0.22 -0.27
H 1.72173 -3.71144 6.14008 0.06 -0.01 -0.18
H 0.33961 -2.67536 4.33802 -0.03 0.15 0.10
H 1.01001 -0.27634 4.57835 -0.50 -0.46 0.65
H 1.32130 -0.74942 2.95105 -0.91 -0.91 -0.30
H 2.29969 1.40288 4.25794 -0.58 0.24 -0.51
H 3.06710 0.95035 2.65259 0.08 0.72 0.04
H 3.95351 1.35180 4.21703 0.61 -0.94 -0.35
H 3.11249 -3.05054 3.46640 0.90 -0.64 0.68
H 1.92898 -3.08477 2.45497 -1.11 -0.50 -1.03
C -1.75531 -2.26783 -3.48592 -0.38 0.27 0.01
C -2.88739 -1.35515 -4.00685 0.83 -0.50 1.11
C -2.29778 -0.53240 -5.20738 -0.48 1.55 1.56
O -1.07875 0.18934 -4.82337 0.69 -3.05 -0.96
C -1.18050 1.39649 -4.18271 -1.16 1.13 -0.22
N -4.07525 -2.13225 -4.28611 0.10 -0.40 -1.58
H -1.33282 -2.86387 -4.29483 0.49 0.34 -0.22
H -2.12968 -3.03118 -2.80383 -0.31 0.31 0.37
H -1.05371 -1.61054 -2.97227 0.54 -0.43 -0.15
H -3.24035 -0.82262 -3.12371 0.59 1.20 -0.22
H -2.98710 0.23412 -5.56147 -0.42 -0.08 0.05
H -2.11164 -1.18076 -6.06359 0.53 -0.08 0.22
H -1.36675 2.15003 -4.94794 -0.67 0.49 0.08
H -0.27238 1.77976 -3.71739 0.39 -0.93 0.12
H -1.96910 1.33834 -3.43249 -0.13 0.46 0.15
H -3.71348 -2.88568 -4.85317 -0.51 -0.49 -0.63
H -4.36315 -2.61295 -3.44579 -0.15 0.28 0.38
C 0.45127 6.77384 0.06270 -0.32 -0.07 -0.39
C -0.24719 7.97836 -0.57184 0.07 -1.26 -0.75
C -0.29250 9.10116 0.38447 -1.18 0.76 1.90
O -1.14694 10.15924 -0.00075 0.05 1.67 0.06
C -0.86674 11.46074 0.65730 0.34 -1.68 -0.76
N 0.46130 8.30022 -1.80164 0.68 0.48 0.07
H 1.47788 7.02157 0.33248 0.11 -0.09 -0.01
H 0.44654 6.01576 -0.72050 0.29 -0.16 0.14
H -0.06978 6.35528 0.92376 -0.06 0.23 0.08
H -1.20328 7.60718 -0.94091 -0.59 0.44 0.65
H 0.70814 9.43666 0.65697 0.44 0.24 -0.42
H -0.69847 8.73921 1.32907 -0.05 -0.36 0.42
H -0.81534 11.39420 1.74405 -0.13 -0.36 0.11
H -1.63977 12.18532 0.40134 0.07 -0.33 -0.29
H 0.11653 11.76133 0.29548 -0.02 0.40 0.01
H 1.42107 8.39634 -1.50214 0.78 -0.25 -0.25
H 0.24286 9.26429 -2.00891 -0.48 0.26 -0.51
C -0.58595 -1.57165 0.31704 -0.72 1.24 -0.31
C 0.73144 -1.11439 -0.22889 -0.15 0.23 0.17
C 1.05741 0.40610 -0.13198 1.02 0.06 -0.15
O 0.26135 1.23959 -0.92526 -1.00 0.37 -0.49
C 0.59836 2.64684 -0.99612 0.27 -0.81 0.98
N 1.74286 -1.82230 0.52890 1.33 -0.20 0.03
H -0.56677 -1.58060 1.40684 -0.11 0.02 0.10
H -0.89143 -2.54376 -0.06996 -0.01 0.05 0.00
H -1.26699 -0.79034 -0.02037 -0.76 -0.39 0.16
H 0.78900 -1.43736 -1.26835 0.04 0.26 -0.36
H 2.07831 0.59103 -0.46614 0.43 -0.58 -0.10
H 1.11285 0.69358 0.91797 -0.64 0.17 0.49
H 1.67567 2.80398 -1.04899 0.12 -0.21 -0.51
H 0.30984 3.15188 -0.07427 -0.30 0.01 0.23
H 0.05290 3.11740 -1.81415 0.19 -0.34 -0.07
H 1.58037 -2.81885 0.50454 -0.39 -0.30 -0.36
H 2.59428 -1.69500 0.00074 0.88 0.10 0.42
C 4.66638 2.44727 -0.34268 -1.74 -1.03 0.73
C 5.50763 1.41381 -1.09149 0.48 0.59 0.76
C 4.69747 0.48252 -2.02617 0.60 0.76 0.70
O 4.12456 -0.61912 -1.37067 -0.31 -1.76 0.01
C 3.58629 -1.54257 -2.32954 -0.49 0.12 -0.63
N 6.48247 2.16885 -1.87037 -0.22 0.17 -0.71
H 3.81646 1.93253 0.10541 -0.45 -0.23 0.07
H 4.22125 3.18376 -1.01166 0.30 0.08 -0.13
H 5.06927 2.94300 0.54051 0.82 0.09 -0.37
H 6.14880 0.88672 -0.38497 -0.57 -0.78 0.13
H 5.41100 0.13773 -2.77455 -0.21 0.11 -0.37
H 3.84165 1.03239 -2.41774 0.22 0.44 -0.73
H 4.26003 -1.94757 -3.08463 0.90 0.07 0.47
H 2.83390 -1.10389 -2.98495 -0.37 0.69 0.22
H 3.08011 -2.40216 -1.89025 0.32 0.09 0.60
H 6.97259 2.73972 -1.19658 0.59 -0.09 0.22
H 5.89539 2.88959 -2.26530 0.13 0.44 -0.92
C -2.69010 -3.98759 3.34006 1.36 -0.50 0.70
C -3.98363 -3.50058 2.79814 -1.56 -0.93 0.67
C -5.25105 -3.86036 3.63714 0.90 -0.25 0.12
O -5.48505 -5.27138 3.65227 -0.25 1.67 -1.14
C -6.58933 -5.51350 4.47068 0.01 -1.10 1.72
N -3.91852 -2.07305 2.57667 -0.31 0.11 -0.16
H -2.34655 -3.44696 4.22199 -0.26 0.40 0.24
H -1.89984 -3.85147 2.60178 0.03 0.00 -0.24
H -2.64629 -5.02906 3.65868 -0.46 -0.12 -0.30
H -4.17452 -4.05735 1.88072 0.15 0.37 -0.52
H -6.12405 -3.31344 3.28097 -0.20 -0.14 -0.74
H -5.18328 -3.46518 4.65071 0.49 -0.17 0.57
H -6.20311 -5.36063 5.47843 -0.31 -0.38 0.57
H -6.93235 -6.54099 4.34940 0.32 -0.04 -0.03
H -7.49840 -4.91216 4.46151 0.18 0.68 -1.06
H -4.87763 -1.75706 2.55768 -0.08 0.47 -0.05
H -3.47226 -1.56139 3.32444 0.12 -0.20 0.28
C 2.72744 5.37727 -2.25205 0.55 0.54 -0.76
C 4.16720 5.93664 -2.36591 -1.10 0.98 0.44
C 4.76198 6.55968 -1.11841 -1.72 1.28 0.64
O 3.93751 7.68311 -0.71347 -1.79 -0.78 -0.86
C 4.31120 8.39941 0.48025 1.36 -1.57 -2.03
N 5.08506 4.94305 -2.79739 0.93 -1.38 -0.80
H 2.58572 4.61514 -3.01833 0.13 -0.21 -0.08
H 2.05863 6.18324 -2.55405 -0.29 -0.05 0.53
H 2.44098 4.93174 -1.29940 0.24 0.30 0.12
H 4.18666 6.71740 -3.12625 -0.59 0.48 0.05
H 5.74345 6.92122 -1.42521 0.45 -0.05 0.58
H 4.73698 5.83736 -0.30249 0.63 -0.20 0.08
H 3.71524 9.30360 0.60424 0.10 -0.22 -0.20
H 5.31821 8.53899 0.08711 0.73 1.32 1.79
H 4.27806 7.72755 1.33793 0.02 0.21 0.26
H 5.97505 5.38735 -2.97233 0.49 0.05 0.26
H 4.80849 4.71558 -3.74177 -0.15 -0.57 -0.23
C -6.40679 -0.31920 -1.51769 -1.43 0.57 0.52
C -5.93936 -0.50590 -0.05693 -0.11 -0.22 -1.38
C -6.95430 -1.47763 0.65900 0.65 0.83 0.00
O -8.37487 -1.24228 0.47103 2.02 -1.48 -0.45
C -8.87987 -0.17883 1.17926 -0.40 1.91 0.11
N -4.57187 -1.08770 -0.12736 -0.35 -0.73 0.36
H -6.69568 -1.26097 -1.98428 1.09 -0.38 -0.14
H -5.80265 0.34820 -2.13225 0.42 -0.49 0.05
H -7.40835 0.10687 -1.57660 -0.14 0.65 0.53
H -5.78227 0.43125 0.47709 -0.92 0.36 -0.01
H -6.70015 -1.46966 1.71892 -0.36 0.17 0.46
H -6.64866 -2.47164 0.33245 -0.70 -0.17 -0.40
H -8.90072 -0.25777 2.26621 0.08 -0.57 0.21
H -9.88586 0.05644 0.83178 -0.15 -0.51 0.02
H -8.35018 0.75039 0.96931 0.44 0.18 -0.07
H -4.31344 -1.44720 0.78042 -0.03 -0.48 0.10
H -3.89052 -0.34436 -0.18469 -0.06 0.56 -0.70
```
Forces are in eV/Å.